1.
C21H30N2SiTi as an isolated structure. Source: OMol25; level of theory: ωB97M-V/def2-TZVPD.

```
! RIJCOSX wB97M-V def2-TZVPD def2/J DEFGRID3
* xyz 1 2
C 0.579 1.371 0.596
C 0.972 1.705 -0.751
C -0.219 2.016 -1.491
H 1.993 1.749 -1.123
C -1.334 1.810 -0.652
C -0.858 1.427 0.648
H -1.428 1.406 1.571
H 1.253 1.267 1.448
H -0.222 2.347 -2.525
H -2.374 1.975 -0.913
Ti -0.182 -0.120 -0.784
C -0.692 -3.286 -2.996
H -0.122 -2.539 -3.783
H -1.744 -3.288 -3.444
H -0.641 -2.524 -2.162
Si 0.337 0.037 -4.165
C 1.494 -0.924 -5.384
C 2.467 0.001 -5.781
H 2.497 1.000 -5.348
C 3.389 -0.308 -6.789
H 4.146 0.420 -7.079
C 3.429 -1.585 -7.367
H 4.159 -1.846 -8.160
C 2.491 -2.545 -6.905
H 2.553 -3.586 -7.241
C 1.524 -2.230 -5.928
H 0.788 -2.988 -5.656
C -0.989 0.570 -5.396
C -0.919 0.657 -6.809
H -0.076 0.194 -7.324
C -1.937 1.277 -7.569
H -1.788 1.437 -8.660
C -3.156 1.641 -6.932
H -3.955 2.127 -7.524
C -3.337 1.311 -5.582
H -4.303 1.480 -5.103
C -2.284 0.735 -4.849
H -2.482 0.366 -3.838
H 1.338 0.931 -3.485
H -0.208 -4.276 -2.841
N 1.218 -1.369 0.240
C 0.713 -2.308 1.285
C -0.249 -1.616 2.228
C -1.670 -1.493 1.761
N -1.821 -1.028 0.314
H 1.719 -1.896 -0.485
H 1.961 -0.794 0.651
H 0.296 -3.183 0.807
H 1.564 -2.685 1.864
H -0.252 -2.163 3.165
H 0.109 -0.614 2.523
H -2.161 -2.472 1.853
H -2.217 -0.800 2.395
H -2.627 -0.388 0.268
H -2.197 -1.811 -0.233
*
```

For the energy relative to the best compared isomer or geometry (same formula, charge and spin), the calculation gives 64.5 kcal/mol. As for the expectation value of S²: 1.24.

2.
C7H10O2 as an isolated structure. Source: OMol25; level of theory: ωB97M-V/def2-TZVPD.

```
! RIJCOSX wB97M-V def2-TZVPD def2/J DEFGRID3
* xyz 0 1
C 1.948 0.214 0.111
C -0.355 1.951 -0.552
C -0.581 0.690 -0.354
C 0.931 -1.273 -0.731
C 0.508 -0.246 0.275
C -1.976 0.075 -0.617
C 0.183 -0.643 1.767
O 2.665 1.078 0.533
O 2.237 -0.710 -0.815
H -1.220 2.510 -0.872
H 0.699 2.350 -0.243
H 0.840 -2.373 -0.284
H 0.468 -1.204 -1.728
H -2.198 -0.621 0.241
H -2.771 0.824 -0.952
H -1.850 -0.427 -1.630
H -0.818 -1.134 1.786
H 0.311 0.398 2.150
H 0.981 -1.459 1.914
*
```

For the energy relative to the best compared isomer or geometry (same formula, charge and spin), the calculation gives 46.0 kcal/mol.

3.
C36H37F3O3P2ReS as an isolated structure. Source: OMol25; level of theory: ωB97M-V/def2-TZVPD.

```
! RIJCOSX wB97M-V def2-TZVPD def2/J DEFGRID3
* xyz 2 4
Re 0.281 -0.873 0.665
C -2.760 0.228 4.200
C -3.089 -0.253 3.024
C -3.563 0.407 1.786
C -2.558 1.467 1.114
C -1.055 1.312 1.247
C -0.347 1.719 2.380
C -0.973 2.167 3.648
C -2.275 1.606 4.423
C 2.136 -0.220 1.270
H -2.635 -0.430 5.028
H -2.888 -1.306 2.902
H -4.468 0.979 2.000
H -3.734 -0.336 1.016
H -2.788 1.444 0.023
H -2.906 2.456 1.461
H -0.590 1.500 0.269
H 0.648 2.184 2.237
H -1.300 3.148 3.357
H -0.197 2.375 4.366
H -1.996 1.586 5.483
H -3.040 2.348 4.214
H 2.244 0.693 1.786
H 2.369 -0.235 0.222
H 2.689 -0.964 1.805
P -0.525 -1.229 -1.402
P 0.939 0.959 -1.674
C -1.614 0.266 -1.850
C -0.791 1.322 -1.953
C -0.821 -2.448 -2.760
C -1.722 -2.234 -3.809
C -1.661 -2.998 -4.995
C -0.755 -4.078 -5.092
C -0.046 -4.462 -3.955
C -0.101 -3.669 -2.779
C -0.904 -2.305 -0.013
C 0.246 -2.915 0.774
C -0.240 -3.322 2.043
C -1.598 -3.305 2.342
C -2.621 -3.233 1.339
C -2.250 -2.733 0.140
C 1.630 1.143 -3.410
C 1.476 0.104 -4.335
C 2.175 0.143 -5.549
C 2.999 1.209 -5.935
C 3.037 2.281 -5.044
C 2.339 2.277 -3.831
C 1.671 2.478 -0.946
C 3.038 2.477 -0.585
C 3.551 3.485 0.238
C 2.729 4.555 0.601
C 1.481 4.701 -0.002
C 0.946 3.678 -0.794
H -2.629 0.101 -2.246
H -1.133 2.313 -2.283
H -2.485 -1.449 -3.731
H -2.300 -2.754 -5.837
H -0.655 -4.623 -6.058
H 0.538 -5.365 -3.990
H 0.406 -4.016 -1.883
H 1.146 -3.388 0.256
H 0.501 -3.528 2.819
H -1.929 -3.451 3.375
H -3.631 -3.579 1.546
H -2.974 -2.632 -0.683
H 0.845 -0.760 -4.082
H 2.080 -0.676 -6.219
H 3.563 1.200 -6.877
H 3.622 3.141 -5.326
H 2.398 3.157 -3.204
H 3.673 1.619 -0.839
H 4.587 3.424 0.591
H 3.101 5.304 1.310
H 0.896 5.616 0.174
H -0.036 3.820 -1.252
F 1.435 -2.833 5.188
C 1.921 -1.606 4.911
F 2.626 -1.262 5.987
F 2.854 -1.810 3.959
S 0.590 -0.404 4.454
O 0.004 -1.048 3.234
O -0.238 -0.446 5.697
O 1.410 0.791 4.322
*
```

The calculated total energy comes out at -3077.4477 hartree. As for the expectation value of S²: 3.84.

4.
C11H10LaN2O4 as an isolated structure. Source: OMol25; level of theory: ωB97M-V/def2-TZVPD.

```
! RIJCOSX wB97M-V def2-TZVPD def2/J DEFGRID3
* xyz 3 1
La -0.070 -0.304 -1.147
C 1.437 -1.685 0.323
O 2.159 -2.464 0.805
C 0.922 -2.541 -1.924
O 1.494 -3.554 -2.003
C 2.461 -0.200 -1.672
O 3.605 -0.118 -1.873
C -0.950 -2.372 -0.144
O -1.374 -3.374 0.293
C -2.309 0.975 -3.894
H -3.179 0.953 -3.218
H -1.712 1.901 -3.897
C -2.020 -0.055 -4.702
H -1.171 -0.025 -5.404
H -2.637 -0.967 -4.728
N -1.818 0.128 2.145
C -0.568 0.648 2.322
C -0.223 1.340 3.492
C 1.022 1.938 3.569
C 1.934 1.796 2.526
C 1.542 1.062 1.419
N 0.279 0.549 1.269
H -1.953 -0.718 1.574
H -2.377 0.060 2.988
H -0.960 1.409 4.281
H 1.295 2.517 4.434
H 2.939 2.229 2.584
H 2.230 0.874 0.584
*
```

The calculated total energy comes out at -866.0509 hartree.

5.
C4H3NO as an isolated structure. Source: OMol25; level of theory: ωB97M-V/def2-TZVPD.

```
! RIJCOSX wB97M-V def2-TZVPD def2/J DEFGRID3
* xyz 0 1
C -0.299 0.234 -0.123
C 0.961 0.219 -0.102
C 2.288 -1.097 -0.090
C -1.746 0.006 0.056
N 2.177 0.831 0.008
O 3.117 -0.133 0.032
H -2.246 -0.732 -0.588
H -2.069 -0.158 1.197
H -2.183 0.831 -0.391
*
```

For the energy relative to the best compared isomer or geometry (same formula, charge and spin), the calculation gives 189.9 kcal/mol.

6.
C32H75AsBFINO13P as an isolated structure. Source: OMol25; level of theory: ωB97M-V/def2-TZVPD.

```
! RIJCOSX wB97M-V def2-TZVPD def2/J DEFGRID3
* xyz -1 1
C 0.236 1.902 4.745
C 0.923 1.143 4.105
C 1.814 0.236 3.304
As 2.017 0.679 1.307
C 3.716 1.752 1.741
C 3.634 2.721 2.933
O 4.200 2.444 3.975
C 0.358 -0.439 0.909
C -0.957 -0.227 1.723
C -1.273 -1.399 2.706
F -2.085 -0.982 3.772
B 2.309 1.184 -0.712
O 1.258 1.591 -1.556
O 3.576 1.064 -1.359
C 4.000 2.262 -2.008
C 3.102 -1.064 0.953
C 2.886 -1.773 -0.253
C 3.654 -2.949 -0.432
C 4.539 -3.260 0.607
N 4.753 -2.646 1.756
C 4.010 -1.530 1.920
P 0.794 2.747 1.473
O -0.649 2.704 0.626
I 1.959 4.585 0.192
H -0.092 2.742 5.337
H 1.449 -0.807 3.361
H 2.765 0.257 3.869
H 4.081 2.380 0.897
H 4.603 1.131 1.984
H 3.115 3.705 2.906
H 0.624 -1.490 1.152
H 0.135 -0.375 -0.175
H -1.795 -0.275 0.991
H -1.103 0.729 2.252
H -0.374 -1.951 3.028
H -1.890 -2.126 2.144
H 1.480 1.337 -2.462
H 3.267 2.715 -2.692
H 4.872 1.984 -2.641
H 4.369 3.049 -1.322
H 2.157 -1.507 -1.023
H 3.572 -3.583 -1.317
H 5.152 -4.168 0.448
H 4.218 -0.997 2.857
H -0.747 1.933 0.047
C -4.158 1.065 4.694
C -4.892 2.388 4.618
O -3.983 3.476 4.741
H -3.619 0.980 5.639
H -4.853 0.226 4.608
H -3.418 0.986 3.897
H -5.618 2.473 5.429
H -5.426 2.479 3.664
H -3.349 3.404 4.019
C -5.092 -2.673 0.270
C -3.927 -1.716 0.452
O -3.804 -0.856 -0.676
H -4.954 -3.274 -0.630
H -5.188 -3.340 1.129
H -6.028 -2.122 0.149
H -2.995 -2.269 0.550
H -4.060 -1.102 1.349
H -4.624 -0.359 -0.756
C -3.944 4.716 1.305
C -3.962 3.643 0.241
O -4.633 2.474 0.721
H -3.442 4.358 2.203
H -3.429 5.611 0.949
H -4.961 4.985 1.593
H -2.945 3.361 -0.028
H -4.474 3.997 -0.661
H -5.533 2.737 0.947
C 3.288 -7.677 0.335
C 2.774 -7.095 -0.969
O 3.564 -5.973 -1.356
H 3.264 -6.924 1.124
H 2.685 -8.533 0.645
H 4.328 -8.000 0.231
H 1.745 -6.755 -0.856
H 2.804 -7.841 -1.765
H 4.471 -6.276 -1.464
C -8.912 5.031 3.066
C -7.431 5.099 2.744
O -7.199 4.775 1.374
H -9.302 4.033 2.860
H -9.095 5.271 4.116
H -9.476 5.732 2.444
H -6.875 4.385 3.351
H -7.037 6.101 2.942
H -7.681 5.412 0.837
C 6.233 -0.564 -3.366
C 6.405 -2.013 -2.954
O 5.389 -2.819 -3.549
H 5.251 -0.197 -3.062
H 7.001 0.067 -2.913
H 6.293 -0.462 -4.455
H 6.322 -2.114 -1.873
H 7.385 -2.395 -3.265
H 5.471 -2.732 -4.504
C -1.953 4.921 -2.881
C -3.276 5.345 -3.489
O -3.938 6.292 -2.651
H -2.108 4.482 -1.896
H -1.446 4.191 -3.515
H -1.295 5.783 -2.746
H -3.938 4.487 -3.603
H -3.122 5.796 -4.477
H -3.357 7.054 -2.559
C 1.623 -11.761 -0.077
C 1.118 -11.175 -1.382
O 1.911 -10.058 -1.773
H 1.601 -11.008 0.713
H 1.013 -12.613 0.232
H 2.660 -12.091 -0.177
H 0.091 -10.827 -1.272
H 1.146 -11.925 -2.180
H 2.817 -10.367 -1.879
C 2.575 4.296 -6.938
C 3.624 3.923 -5.906
O 3.096 2.996 -4.964
H 1.701 4.732 -6.452
H 2.973 5.013 -7.659
H 2.233 3.409 -7.479
H 3.947 4.805 -5.354
H 4.500 3.476 -6.388
H 2.819 2.212 -5.449
*
```

The calculated total energy comes out at -5296.5043 hartree.

7.
C5H12O2 in the gas phase. Source: OMol25; level of theory: ωB97M-V/def2-TZVPD.

```
! RIJCOSX wB97M-V def2-TZVPD def2/J DEFGRID3
* xyz 0 1
C 2.701 -0.536 0.503
C 1.605 0.081 -0.359
C 0.202 -0.333 0.090
O 0.033 -0.027 1.465
C -0.866 0.326 -0.775
C -2.308 -0.013 -0.382
O -2.681 0.894 0.659
H 3.694 -0.207 0.177
H 2.561 -0.248 1.548
H 2.675 -1.632 0.451
H 1.747 -0.207 -1.411
H 1.672 1.177 -0.319
H 0.111 -1.427 -0.027
H -0.744 0.539 1.571
H -0.672 0.085 -1.826
H -0.747 1.418 -0.697
H -2.393 -1.053 -0.023
H -2.969 0.078 -1.255
H -3.623 1.100 0.627
*
```

As for the SMILES: CC[C@@H](O)CCO. For the energy relative to the best compared isomer or geometry (same formula, charge and spin), the calculation gives 17.7 kcal/mol.

8.
C4H6IN3 in the gas phase. Source: OMol25; level of theory: ωB97M-V/def2-TZVPD.

```
! RIJCOSX wB97M-V def2-TZVPD def2/J DEFGRID3
* xyz 0 1
C 0.520 -0.982 1.743
C 0.913 0.379 1.670
C -0.050 -0.406 -0.324
C -1.366 -0.574 -1.098
N -0.024 -1.405 0.646
N 0.497 0.902 0.538
N 0.723 2.087 0.171
I -3.001 0.167 0.107
H 0.662 -1.490 2.689
H 1.338 1.036 2.442
H 0.715 -0.557 -1.167
H -1.116 -0.117 -2.132
H -1.830 -1.616 -1.272
H 0.425 2.313 -0.718
*
```

For the energy relative to the best compared isomer or geometry (same formula, charge and spin), the calculation gives 52.6 kcal/mol.

9.
A 7-piece molecular cluster, C51H37Cl2NO24S overall. Source: OMol25; level of theory: ωB97M-V/def2-TZVPD.

```
! RIJCOSX wB97M-V def2-TZVPD def2/J DEFGRID3
* xyz 0 1
C -4.117 -2.716 4.156
C -4.504 -2.236 2.624
C -3.876 -3.317 1.542
Cl -5.165 -3.969 0.332
C -2.653 -2.715 0.633
C -2.959 -1.426 -0.378
C -1.731 -0.769 -1.269
C -0.189 -1.407 -1.190
C 0.038 -2.677 -0.156
C -1.122 -3.377 0.766
N -0.942 -4.517 1.742
C 0.116 -5.507 1.312
C -0.110 -7.105 1.750
Cl -1.668 -7.542 2.693
C 0.958 -8.313 1.413
C 2.351 -7.969 0.606
C 2.585 -6.396 0.141
C 1.498 -5.178 0.494
S 1.789 -3.362 -0.022
H -3.020 -2.377 4.461
H -4.184 -3.877 4.326
H -4.827 -2.227 4.978
H -5.681 -2.308 2.547
H -4.185 -1.109 2.395
H -3.545 -4.274 2.171
H -4.019 -0.932 -0.474
H -1.977 0.158 -1.974
H 0.665 -0.930 -1.864
H -0.707 -4.139 2.708
H 0.666 -9.408 1.787
H 3.113 -8.846 0.400
H 3.605 -6.173 -0.434
C 2.244 0.454 0.916
C 2.068 1.093 2.074
C 2.937 2.237 2.467
O 2.739 2.816 3.529
C 4.019 2.626 1.550
C 4.198 1.985 0.393
C 3.311 0.860 -0.012
O 3.488 0.302 -1.090
O 5.215 2.345 -0.472
O 1.069 0.716 2.952
H 1.618 -0.377 0.616
H 4.655 3.448 1.856
H 5.134 1.734 -1.237
H 1.145 1.330 3.714
C -0.239 5.310 -0.064
C -1.530 5.267 0.272
C -2.322 4.013 0.141
O -3.501 3.999 0.476
C -1.645 2.824 -0.400
C -0.356 2.869 -0.740
C 0.443 4.115 -0.582
O 1.631 4.120 -0.886
O 0.286 1.756 -1.252
O -2.179 6.388 0.758
H 0.349 6.215 0.029
H -2.237 1.924 -0.508
H 1.211 2.041 -1.418
H -3.102 6.100 0.929
C -4.060 -6.291 -2.010
C -2.736 -6.224 -2.157
C -2.042 -6.945 -3.260
O -0.826 -6.849 -3.381
C -2.860 -7.761 -4.171
C -4.184 -7.831 -4.022
C -4.880 -7.087 -2.936
O -6.100 -7.157 -2.836
O -4.958 -8.597 -4.873
O -1.958 -5.480 -1.289
H -4.578 -5.770 -1.214
H -2.341 -8.294 -4.958
H -5.882 -8.483 -4.560
H -1.035 -5.590 -1.606
C 1.336 -7.743 -7.475
C 1.160 -7.104 -6.317
C 2.029 -5.961 -5.924
O 1.831 -5.381 -4.862
C 3.112 -5.571 -6.841
C 3.290 -6.212 -7.998
C 2.404 -7.337 -8.403
O 2.581 -7.895 -9.481
O 4.307 -5.852 -8.863
O 0.161 -7.482 -5.439
H 0.710 -8.574 -7.775
H 3.747 -4.750 -6.535
H 4.226 -6.463 -9.628
H 0.238 -6.867 -4.677
C 4.623 6.545 3.191
C 4.210 7.798 2.991
C 5.152 8.861 2.542
O 4.739 9.999 2.348
C 6.564 8.495 2.351
C 6.977 7.242 2.554
C 6.031 6.174 2.976
O 6.437 5.028 3.137
O 8.304 6.892 2.378
O 2.890 8.154 3.193
H 3.949 5.762 3.515
H 7.241 9.281 2.041
H 8.350 5.933 2.585
H 2.843 9.112 2.981
C -4.018 10.357 4.830
C -2.693 10.424 4.683
C -2.000 9.702 3.580
O -0.784 9.798 3.459
C -2.817 8.887 2.668
C -4.142 8.817 2.817
C -4.838 9.560 3.903
O -6.058 9.491 4.004
O -4.916 8.050 1.966
O -1.916 11.168 5.551
H -4.535 10.877 5.625
H -2.299 8.354 1.882
H -5.840 8.165 2.279
H -0.993 11.058 5.234
*
```

As for the SMILES: CC[C@@H](Cl)c1cccc2c1Nc1c(Cl)cccc1S2.O=C1C=C(O)C(=O)C=C1O.O=C1C=C(O)C(=O)C=C1O.O=C1C=C(O)C(=O)C=C1O.O=C1C=C(O)C(=O)C=C1O.O=C1C=C(O)C(=O)C=C1O.O=C1C=C(O)C(=O)C=C1O. The calculated total energy comes out at -5144.0336 hartree.

10.
C3H7N2P in the gas phase. Source: OMol25; level of theory: ωB97M-V/def2-TZVPD.

```
! RIJCOSX wB97M-V def2-TZVPD def2/J DEFGRID3
* xyz 0 1
C 1.710 -0.915 -0.489
C -0.555 0.330 0.660
C -1.994 0.561 0.479
N 2.125 -0.575 -1.630
N 0.228 1.047 1.335
P -0.197 -1.235 -0.396
H 2.229 -0.950 0.543
H -2.318 0.457 -0.534
H -2.458 -0.242 0.980
H -2.355 1.458 0.878
H 3.067 -0.412 -1.702
H 1.144 1.001 1.479
H -0.627 -0.524 -1.604
*
```

As for the SMILES: [H]/N=C(/C)P/C=N/[H]. For the energy relative to the best compared isomer or geometry (same formula, charge and spin), the calculation gives 7.0 kcal/mol.

Number 1: strongest force on any atom 3.849 eV/Å. Number 2: strongest force on any atom 3.468 eV/Å. Number 3: strongest force on any atom 6.390 eV/Å. Number 4: strongest force on any atom 9.484 eV/Å. Number 5: strongest force on any atom 5.150 eV/Å. Number 6: strongest force on any atom 2.697 eV/Å. Number 7: strongest force on any atom 0.392 eV/Å. Number 8: strongest force on any atom 2.626 eV/Å. Number 9: strongest force on any atom 5.129 eV/Å. Number 10: strongest force on any atom 6.217 eV/Å.